[1]
One molecule with the formula C17H26N2O3S, computed with the ωB97M-V functional and the def2-TZVPD basis.

Lowest unoccupied orbital energy: 0.53 eV
ΔE to the lowest compared entry with this formula, charge and spin: 120.34 kJ/mol
HOMO level: -8.586 eV

Geometry (Å):
C 5.732 0.441 1.473
C 4.569 -0.057 0.671
C 3.857 0.789 -0.167
C 2.772 0.324 -0.889
C 2.379 -1.003 -0.795
C 1.190 -1.515 -1.531
S -0.008 -2.186 -0.311
O -0.042 -1.325 0.847
O 0.308 -3.567 -0.068
C -1.627 -2.100 -1.160
C -2.689 -2.789 -0.311
C -3.557 -1.761 0.420
O -4.757 -1.688 0.247
N -2.859 -0.967 1.249
C -3.419 0.264 1.755
C -3.441 1.338 0.657
N -2.173 1.411 -0.033
C -2.200 2.242 -1.224
C -0.724 2.459 -1.524
C -0.148 2.700 -0.128
C -1.048 1.859 0.791
C 3.090 -1.857 0.042
C 4.168 -1.387 0.765
H 5.455 0.513 2.525
H 6.572 -0.246 1.397
H 6.048 1.424 1.134
H 4.151 1.825 -0.256
H 2.234 0.998 -1.541
H 0.675 -0.729 -2.076
H 1.425 -2.352 -2.185
H -1.840 -1.043 -1.308
H -1.476 -2.600 -2.112
H -3.348 -3.400 -0.930
H -2.195 -3.443 0.412
H -1.847 -1.032 1.249
H -4.444 0.074 2.082
H -2.818 0.587 2.606
H -4.199 1.057 -0.080
H -3.735 2.307 1.104
H -2.735 1.727 -2.026
H -2.698 3.212 -1.045
H -0.549 3.289 -2.206
H -0.302 1.551 -1.957
H 0.896 2.407 -0.048
H -0.228 3.758 0.126
H -0.518 0.980 1.168
H -1.390 2.455 1.648
H 2.780 -2.887 0.131
H 4.710 -2.058 1.415

=====

[2]
C9H8O3 as an isolated structure in a non-equilibrium geometry, computed with the ωB97M-V functional and the def2-TZVPD basis.

Lowest unoccupied orbital energy: -0.31 eV
ΔE to the lowest compared entry with this formula, charge and spin: 400.13 kJ/mol
HOMO level: -9.040 eV

Geometry (Å):
C 0.859 -1.736 0.056
C -0.407 -1.368 0.289
C -0.286 0.828 1.408
C 1.045 1.042 1.269
C 2.002 -0.827 -0.143
C -2.830 -0.121 -1.196
C -1.986 0.564 -0.412
C -0.774 0.073 0.157
C 1.531 0.665 -0.072
O 3.102 -1.239 -0.416
O 0.520 0.666 -0.980
O 2.614 1.460 -0.451
H 1.143 -2.683 0.213
H -1.155 -2.117 0.709
H -0.844 0.858 2.249
H 1.744 1.486 1.936
H -3.677 0.242 -1.583
H -2.782 -1.281 -1.441
H -2.114 1.590 -0.326
H 2.294 1.898 -1.267

=====

[3]
C39H52ClO6PbSSe as an isolated structure, computed with the ωB97M-V functional and the def2-TZVPD basis.

Lowest unoccupied orbital energy: 2.38 eV
ΔE to the lowest compared entry with this formula, charge and spin: 43.43 kJ/mol
HOMO level: -4.854 eV
Charge: -1

Geometry (Å):
Pb -0.895 -1.244 -1.842
C -4.169 3.480 3.671
C -2.670 3.487 3.339
C -2.340 4.812 2.651
C -1.865 3.412 4.643
C -2.332 2.287 2.457
C -1.791 2.399 1.194
C -1.487 1.268 0.439
Se -0.705 1.521 -1.288
C 1.155 1.338 -0.847
C 1.851 2.520 -0.618
C 3.192 2.508 -0.283
C 3.796 1.252 -0.197
C 3.150 0.047 -0.413
C 1.762 0.063 -0.751
O 1.134 -1.058 -0.959
C 4.001 -1.232 -0.272
C 4.601 -1.279 1.143
C 5.144 -1.178 -1.301
C 3.276 -2.568 -0.484
C 4.008 3.771 -0.015
C 3.164 5.037 -0.156
C 4.571 3.728 1.413
C 5.173 3.857 -1.011
C -1.732 -0.032 0.905
O -1.443 -1.131 0.229
C -2.294 -0.161 2.212
C -2.564 0.991 2.929
C -2.575 -1.543 2.809
C -1.269 -2.348 2.915
C -3.170 -1.454 4.218
C -3.588 -2.293 1.934
H -4.425 4.335 4.303
H -4.454 2.570 4.201
H -4.764 3.534 2.757
H -2.595 5.642 3.314
H -2.905 4.934 1.725
H -1.277 4.885 2.414
H -2.095 4.268 5.285
H -0.794 3.415 4.432
H -2.092 2.502 5.199
H -1.576 3.367 0.762
H 1.310 3.452 -0.712
H 4.850 1.217 0.058
H 5.219 -0.406 1.361
H 5.223 -2.171 1.257
H 3.804 -1.320 1.888
H 5.777 -0.299 -1.171
H 4.737 -1.150 -2.315
H 5.774 -2.068 -1.209
H 2.470 -2.713 0.232
H 4.012 -3.369 -0.355
H 2.833 -2.652 -1.474
H 2.332 5.042 0.551
H 2.755 5.135 -1.164
H 3.782 5.915 0.044
H 3.760 3.666 2.141
H 5.158 4.627 1.622
H 5.216 2.861 1.560
H 4.797 3.890 -2.036
H 5.832 2.992 -0.926
H 5.768 4.757 -0.831
H -2.984 0.885 3.920
H -0.556 -1.826 3.557
H -0.813 -2.491 1.938
H -1.474 -3.327 3.358
H -2.491 -0.963 4.919
H -3.351 -2.466 4.586
H -4.124 -0.922 4.225
H -3.195 -2.431 0.933
H -4.525 -1.735 1.870
H -3.802 -3.273 2.371
Cl -8.425 -3.253 -1.982
C -6.842 -2.516 -2.059
C -6.726 -1.180 -2.492
C -5.506 -0.578 -2.561
C -4.294 -1.261 -2.202
O -3.188 -0.654 -2.297
C -4.449 -2.618 -1.767
C -3.355 -3.441 -1.357
O -2.155 -3.174 -1.290
C -5.728 -3.214 -1.706
H -7.623 -0.640 -2.768
H -5.402 0.447 -2.893
H -3.647 -4.456 -1.033
H -5.811 -4.240 -1.368
O 0.204 -3.241 -2.736
S 0.414 -3.020 -4.246
C 1.405 -4.541 -4.567
C 2.865 -4.200 -4.312
C 3.051 -2.817 -4.930
C 1.897 -1.971 -4.415
H 1.240 -4.820 -5.614
H 0.993 -5.313 -3.922
H 3.544 -4.942 -4.734
H 3.044 -4.152 -3.234
H 3.009 -2.898 -6.020
H 4.010 -2.363 -4.672
H 1.626 -1.102 -5.008
H 2.048 -1.638 -3.385
O -0.403 -0.768 -3.687

=====

Number 1: HOMO-LUMO gap 9.11 eV. Number 2: HOMO-LUMO gap 8.72 eV. Number 3: HOMO-LUMO gap 7.24 eV.